15
Properties=species:S:1:pos:R:3:mulliken_charge:R:1 method="wB97M-V/def2-TZVPD" total_charge=+1 gap_ev="7.25 / 7.28" homo_energy_ha="-0.528 / -0.530" mol_weight_da=94.1 max_force_ev_per_a=3.90
C 3.482 0.966 -0.133 -0.2129
C 0.807 -1.635 -0.317 0.1277
C -2.141 0.526 -0.912 -0.7817
C -0.394 0.105 0.831 -0.1880
C -1.627 0.772 0.279 -0.1131
C 2.600 0.129 -0.191 -0.3141
N -0.207 -1.212 0.271 -0.0820
H 4.263 1.670 -0.037 0.4084
H 1.050 -2.577 -0.769 0.4266
H -1.711 -0.178 -1.607 0.2174
H -3.020 1.042 -1.254 0.2831
H 0.513 0.694 0.618 0.1747
H -0.489 0.003 1.918 0.3217
H -2.076 1.498 0.939 0.3332
H -1.050 -1.802 0.363 0.3988

=====

22
Properties=species:S:1:pos:R:3:mulliken_charge:R:1 method="wB97M-V/def2-TZVPD" smiles="C(=C/c1cccs1)/c1ccccn1" total_charge=0 gap_ev=8.91 homo_energy_ha=-0.311 mol_weight_da=187.3 max_force_ev_per_a=5.45
C 1.162 -1.363 0.531 -0.4303
C 1.878 -0.666 -0.310 -0.1732
C 1.307 0.399 -1.122 0.1020
C 0.852 1.546 -0.490 -0.1558
C 0.165 2.518 -1.308 -0.4087
C 0.138 2.326 -2.716 -0.3767
C 0.629 1.175 -3.280 -0.2384
C -0.180 -1.300 1.071 0.3157
C -1.223 -1.024 0.292 -0.1924
C -2.461 -0.773 1.093 -0.4717
C -2.175 -0.827 2.479 -0.4340
H 1.834 -1.832 1.304 0.2365
H 3.027 -0.910 -0.420 0.2470
H 0.926 1.748 0.554 0.4401
H -0.210 3.481 -0.892 0.3595
H -0.294 2.899 -3.544 0.3172
H 0.718 0.874 -4.318 0.4349
H -1.021 -0.745 -0.836 0.2961
H -3.390 -0.374 0.518 0.2656
H -2.792 -0.589 3.247 0.5026
N 1.343 0.237 -2.485 -0.5107
S -0.547 -1.142 2.772 -0.1251

=====

33
Properties=species:S:1:pos:R:3:mulliken_charge:R:1 method="wB97M-V/def2-TZVPD" total_charge=-1 gap_ev=7.22 homo_energy_ha=-0.173 mol_weight_da=682.7 max_force_ev_per_a=0.51
Bi 0.605 1.208 1.680 1.0499
S 1.433 1.785 4.186 -0.5092
As -0.724 1.763 4.648 0.0892
S -0.587 3.511 1.659 -0.3804
S -1.274 0.238 3.088 -0.4024
S -1.417 3.624 3.561 -0.2285
Cl -3.745 2.368 -4.972 -0.2618
C -2.692 1.894 -3.660 0.5636
C -3.235 1.356 -2.506 -0.8631
C -2.391 0.983 -1.479 0.7833
Cl -3.059 0.283 -0.040 -0.1633
C -0.984 1.126 -1.535 -0.7824
O -0.189 0.770 -0.584 -0.4275
C -0.504 1.677 -2.746 0.6829
Cl 1.216 1.882 -2.908 -0.2483
C -1.326 2.057 -3.790 -0.8208
H -4.303 1.225 -2.406 0.4196
H -0.901 2.477 -4.691 0.4072
N -0.039 -1.790 0.202 -0.2732
C 1.291 -1.925 -0.396 -0.3289
C 2.210 -2.766 0.490 -0.7353
C 2.765 -2.008 1.689 -0.7326
N 1.707 -1.323 2.419 -0.3939
H -0.642 -2.559 -0.062 0.2221
H -0.472 -0.921 -0.099 -0.0823
H 1.697 -0.916 -0.508 0.2124
H 1.263 -2.357 -1.405 0.3829
H 3.054 -3.141 -0.095 0.3498
H 1.650 -3.640 0.839 0.3215
H 3.481 -1.259 1.330 0.2875
H 3.329 -2.708 2.320 0.3427
H 1.951 -1.078 3.370 0.2799
H 0.833 -1.835 2.402 0.2395

=====

The records above give, respectively, ΔE to the lowest compared entry with this formula, charge and spin values of 897.1; 138.8; 21.1 kJ/mol.